Model A:
Here is 3 unconnected molecules or ions with the total composition C3H10N2O from the Open Molecules 2025 dataset. Energies are from wB97M-V/def2-TZVPD.

Results
HOMO energy: -9.1 eV
SMILES: C=NC.C=O.N
2S+1: 1

Positions of all 16 atoms, in Å:
1 C -2.097 0.281 -0.366
2 N -1.242 -0.092 -1.213
3 C -1.007 0.991 -2.287
4 H -3.179 0.526 -0.566
5 H -1.992 0.064 0.752
6 H -1.522 1.901 -1.932
7 H 0.074 1.016 -2.371
8 H -1.284 0.698 -3.317
9 C 0.608 -1.236 2.005
10 O 1.819 -1.273 1.996
11 H 0.078 -0.842 1.106
12 H 0.138 -1.432 2.954
13 N 1.681 1.020 -0.072
14 H 0.640 1.153 0.193
15 H 2.034 0.413 -0.843
16 H 1.940 0.408 0.775

Quick look at the natural (NBO) charges, all values in e: atom 1 (C): -0.0407, atom 2 (N): -0.4225, atom 3 (C): -0.4462, atom 4 (H): 0.1515, atom 5 (H): 0.1375, atom 6 (H): 0.1958, atom 7 (H): 0.2271, atom 8 (H): 0.2008, atom 9 (C): 0.2541, atom 10 (O): -0.5117, atom 11 (H): 0.1386, atom 12 (H): 0.1211, atom 13 (N): -1.1228, atom 14 (H): 0.3682, atom 15 (H): 0.3779, atom 16 (H): 0.3712

Model B:
Here is 2 unconnected molecules or ions with the total composition C3H10N2O from the Open Molecules 2025 dataset. Energies are from wB97M-V/def2-TZVPD.

Results
HOMO energy (alpha / beta): -7.5 / -7.5 eV
2S+1: 1

Positions of all 16 atoms, in Å:
1 C 0.709 -0.797 -1.311
2 N -0.522 0.716 -0.746
3 O -1.181 1.802 -1.482
4 H -0.440 2.256 -1.905
5 H -1.325 0.129 -0.523
6 H 1.705 -0.383 -1.345
7 H 0.192 -0.766 -2.266
8 H 0.662 -1.776 -0.850
9 C -0.100 -1.099 1.663
10 C 0.180 1.021 0.579
11 N 0.747 -0.205 0.900
12 H 0.195 -1.114 2.722
13 H -1.182 -0.871 1.636
14 H 0.021 -2.130 1.305
15 H 0.914 1.800 0.349
16 H -0.574 1.417 1.274

Quick look at the natural (NBO) charges, all values in e: atom 1 (C): -0.3613, atom 2 (N): -0.2249, atom 3 (O): -0.5862, atom 4 (H): 0.4645, atom 5 (H): 0.3653, atom 6 (H): 0.2086, atom 7 (H): 0.1703, atom 8 (H): 0.1959, atom 9 (C): -0.4367, atom 10 (C): -0.0908, atom 11 (N): -0.5698, atom 12 (H): 0.1894, atom 13 (H): 0.1443, atom 14 (H): 0.1819, atom 15 (H): 0.1700, atom 16 (H): 0.1794

Model C:
Here is 2 unconnected molecules or ions with the total composition C3H10N2O from the Open Molecules 2025 dataset. Energies are from wB97M-V/def2-TZVPD.

Results
HOMO energy: -9.7 eV
SMILES: C=NC.NCO
2S+1: 1

Positions of all 16 atoms, in Å:
1 C 1.654 -0.701 1.765
2 N 0.554 -0.748 1.173
3 C -0.605 -0.221 1.881
4 H 1.816 -0.150 2.695
5 H 2.528 -1.256 1.425
6 H -1.391 -0.973 1.804
7 H -0.361 0.021 2.915
8 H -1.035 0.676 1.440
9 N -0.110 1.422 -1.808
10 C -0.689 0.206 -2.415
11 O -0.633 -0.932 -1.602
12 H 0.890 1.297 -1.675
13 H -0.501 1.467 -0.873
14 H -0.214 0.061 -3.375
15 H -1.722 0.528 -2.582
16 H -0.182 -0.698 -0.768

Quick look at the natural (NBO) charges, all values in e: atom 1 (C): -0.0287, atom 2 (N): -0.4245, atom 3 (C): -0.4480, atom 4 (H): 0.1369, atom 5 (H): 0.1765, atom 6 (H): 0.2210, atom 7 (H): 0.1787, atom 8 (H): 0.2017, atom 9 (N): -0.8336, atom 10 (C): 0.0941, atom 11 (O): -0.7514, atom 12 (H): 0.3467, atom 13 (H): 0.3385, atom 14 (H): 0.1547, atom 15 (H): 0.1461, atom 16 (H): 0.4912

So which one wins? Going from most stable to least: model C, model A, model B.

Model A:
Here is 2 unconnected molecules or ions with the total composition CH3NS2 from the Open Molecules 2025 dataset. Energies are from wB97M-V/def2-TZVPD.

Results
HOMO energy (alpha / beta): -8.8 / -9.5 eV
2S+1: 1

Positions of all 7 atoms, in Å:
1 C 0.821 -0.349 0.467
2 N -0.166 -1.388 0.641
3 S 0.925 -2.062 -0.324
4 S -2.667 -0.380 0.144
5 H 0.787 0.474 -0.315
6 H 1.513 -0.253 1.273
7 H -2.219 -0.096 -1.073

Quick look at the natural (NBO) charges, all values in e: atom 1 (C): -0.2705, atom 2 (N): -0.5412, atom 3 (S): 0.4345, atom 4 (S): -0.1379, atom 5 (H): 0.2230, atom 6 (H): 0.2055, atom 7 (H): 0.0866

Model B:
Here is 2 unconnected molecules or ions with the total composition CH3NS2 from the Open Molecules 2025 dataset. Energies are from wB97M-V/def2-TZVPD.

Results
HOMO energy (alpha / beta): -8.7 / -9.7 eV
2S+1: 1

Positions of all 7 atoms, in Å:
1 C 0.606 -0.310 -1.002
2 N 0.766 -0.252 0.395
3 S 0.286 -1.745 0.014
4 S -1.074 1.693 1.542
5 H -0.256 0.169 -1.451
6 H 1.506 -0.323 -1.610
7 H -1.834 0.767 2.113

Quick look at the natural (NBO) charges, all values in e: atom 1 (C): -0.3339, atom 2 (N): -0.4958, atom 3 (S): 0.4505, atom 4 (S): -0.1306, atom 5 (H): 0.2126, atom 6 (H): 0.2051, atom 7 (H): 0.0921

Model C:
Here is a molecular structure, CH3NS2 from the Open Molecules 2025 dataset. Energies are from wB97M-V/def2-TZVPD.

Results
HOMO energy: -8.7 eV
2S+1: 1

Positions of all 7 atoms, in Å:
1 C -1.191 -0.474 -0.124
2 N -0.597 -1.469 0.631
3 S 0.301 -0.112 0.742
4 S 2.427 0.984 -0.569
5 H -0.964 -0.704 -1.082
6 H -2.172 -0.070 0.060
7 H 2.197 1.844 0.342

Quick look at the natural (NBO) charges, all values in e: atom 1 (C): -0.3195, atom 2 (N): -0.5376, atom 3 (S): 0.7763, atom 4 (S): -0.4052, atom 5 (H): 0.1881, atom 6 (H): 0.2080, atom 7 (H): 0.0900

So which one wins? Going from most stable to least: model B, model A, model C.

Model A:
Here is 2 unconnected molecules or ions with the total composition C2H4NP from the Open Molecules 2025 dataset. Energies are from wB97M-V/def2-TZVPD.

Results
HOMO energy (alpha / beta): -9.0 / -9.0 eV
2S+1: 1

Positions of all 8 atoms, in Å:
1 C 0.558 -1.221 -0.044
2 C -0.336 -0.979 -0.976
3 N 1.508 -0.998 0.701
4 P -0.484 3.339 1.128
5 H -1.022 -1.721 -1.359
6 H -0.290 0.069 -1.365
7 H 1.221 -0.691 1.586
8 H -1.154 2.202 0.329

Quick look at the natural (NBO) charges, all values in e: atom 1 (C): 0.4103, atom 2 (C): -0.6592, atom 3 (N): -0.6095, atom 4 (P): 0.0974, atom 5 (H): 0.2401, atom 6 (H): 0.2507, atom 7 (H): 0.3675, atom 8 (H): -0.0973

Model B:
Here is C2H4NP in the gas phase from the Open Molecules 2025 dataset. Energies are from wB97M-V/def2-TZVPD.

Results
HOMO energy: -9.4 eV
SMILES: CP1=CN=1
2S+1: 1

Positions of all 8 atoms, in Å:
1 C 0.246 -0.084 0.763
2 P 1.124 0.770 -0.613
3 C 0.798 -0.281 -1.998
4 N 1.854 -0.774 -1.536
5 H 0.202 -1.150 0.681
6 H -0.820 0.105 0.825
7 H 0.782 0.027 1.829
8 H 0.100 -0.608 -2.799

Quick look at the natural (NBO) charges, all values in e: atom 1 (C): -0.9975, atom 2 (P): 0.7310, atom 3 (C): -0.2289, atom 4 (N): -0.4365, atom 5 (H): 0.2426, atom 6 (H): 0.2387, atom 7 (H): 0.2404, atom 8 (H): 0.2103

So which one wins? Going from most stable to least: model B, model A.

Model A:
Here is 2 unconnected molecules or ions with the total composition C6H9N2O2 from the Open Molecules 2025 dataset. Energies are from wB97M-V/def2-TZVPD.

Results
HOMO energy: -4.9 eV
2S+1: 1
total charge: -1

Positions of all 19 atoms, in Å:
1 C -1.723 1.178 3.237
2 C -1.458 -0.063 -0.072
3 C -0.203 -0.282 1.672
4 C -1.368 0.361 2.023
5 N -0.248 -0.469 0.316
6 N -2.172 0.487 0.894
7 H 0.481 -0.958 -0.266
8 H -1.830 -0.178 -1.080
9 H 0.724 -0.393 2.213
10 H -1.626 0.596 4.159
11 H -2.690 1.644 3.139
12 H -0.890 1.890 3.256
13 C 1.667 -0.628 -3.406
14 C 2.264 -0.489 -1.972
15 O 1.790 -1.333 -1.142
16 O 2.943 0.509 -1.733
17 H 0.711 -0.099 -3.326
18 H 1.350 -1.622 -3.740
19 H 2.279 -0.150 -4.171

Quick look at the natural (NBO) charges, all values in e: atom 1 (C): -0.6350, atom 2 (C): 0.1615, atom 3 (C): -0.1320, atom 4 (C): 0.0661, atom 5 (N): -0.5131, atom 6 (N): -0.5175, atom 7 (H): 0.4786, atom 8 (H): 0.1787, atom 9 (H): 0.2061, atom 10 (H): 0.1995, atom 11 (H): 0.2229, atom 12 (H): 0.2124, atom 13 (C): -0.7374, atom 14 (C): 0.7837, atom 15 (O): -0.8398, atom 16 (O): -0.7304, atom 17 (H): 0.2053, atom 18 (H): 0.1951, atom 19 (H): 0.1952

Model B:
Here is 2 unconnected molecules or ions with the total composition C6H9N2O2 from the Open Molecules 2025 dataset. Energies are from wB97M-V/def2-TZVPD.

Results
HOMO energy: -4.6 eV
2S+1: 1
total charge: -1

Positions of all 19 atoms, in Å:
1 C -2.198 -0.888 2.820
2 C 0.915 0.794 1.902
3 C -0.398 -0.856 1.016
4 C -0.897 -0.308 2.217
5 N 0.752 -0.242 0.725
6 N -0.142 0.727 2.697
7 H 1.253 -0.334 -0.150
8 H 1.704 1.452 1.874
9 H -0.919 -1.514 0.307
10 H -2.443 -0.526 3.809
11 H -2.216 -1.975 2.746
12 H -3.059 -0.472 2.190
13 C -0.739 0.415 -2.413
14 C 0.722 0.113 -2.713
15 O 1.491 -0.050 -1.723
16 O 1.005 0.424 -3.888
17 H -0.843 1.441 -2.764
18 H -0.912 0.413 -1.326
19 H -1.238 -0.495 -2.728

Quick look at the natural (NBO) charges, all values in e: atom 1 (C): -0.6332, atom 2 (C): 0.1200, atom 3 (C): -0.0744, atom 4 (C): 0.0351, atom 5 (N): -0.5323, atom 6 (N): -0.4643, atom 7 (H): 0.4696, atom 8 (H): 0.1824, atom 9 (H): 0.2103, atom 10 (H): 0.2127, atom 11 (H): 0.2076, atom 12 (H): 0.1982, atom 13 (C): -0.7559, atom 14 (C): 0.7728, atom 15 (O): -0.8158, atom 16 (O): -0.7573, atom 17 (H): 0.2280, atom 18 (H): 0.1881, atom 19 (H): 0.2085

So which one wins? Going from most stable to least: model A, model B.